29
Properties=species:S:1:pos:R:3:forces:R:3 method="wB97M-V/def2-TZVPD" orbital_gap_ev=10.06 max_force_ev_per_a=0.95 homo_energy_ev=-9.715 energy_ha=-3827.538292 smiles="NCC[C@]1(Br)COC(=O)O1.O=S1(=O)OCCO1"
N -3.282571 2.201526 -2.779974 0.0 -0.1 0.1
C -3.386001 1.478850 -1.507170 -0.1 -0.1 -0.1
C -2.561094 0.192883 -1.468437 -0.1 0.1 0.2
C -1.026718 0.266947 -1.329074 0.4 0.1 -0.3
Br -0.235488 1.986016 -1.743722 0.0 0.0 0.0
C -0.293107 -0.864332 -2.112438 0.3 -0.1 0.1
O 0.334764 -1.640628 -1.071297 -0.7 -0.4 -0.2
C -0.350590 -1.347669 0.058356 0.3 0.0 0.3
O -0.631244 -2.100924 0.938419 0.6 0.5 -0.2
O -0.654032 -0.014672 0.026276 -0.8 -0.4 0.1
H -3.136350 1.561572 -3.551037 -0.1 0.0 0.0
H -4.143349 2.702803 -2.963192 0.1 0.0 0.0
H -4.426674 1.180798 -1.317578 0.2 0.0 0.1
H -3.074006 2.131002 -0.682122 0.0 0.0 -0.1
H -2.828244 -0.443100 -2.323414 0.1 0.2 0.0
H -2.882839 -0.353066 -0.571119 0.0 0.0 -0.2
H -1.002387 -1.509818 -2.639292 0.1 0.1 0.1
H 0.479399 -0.528901 -2.800369 -0.1 0.1 0.1
O 5.299530 -0.201644 3.539159 0.0 0.1 0.0
S 4.308490 0.331519 2.676233 -0.2 -0.1 0.0
O 4.524569 1.542978 1.973545 0.1 0.0 0.0
O 2.931433 0.407172 3.488204 0.1 -0.1 0.0
C 1.904483 -0.328776 2.806878 -0.2 0.1 -0.2
C 2.655142 -1.427590 2.085781 0.0 -0.2 0.2
O 3.848690 -0.780356 1.621827 -0.1 0.2 0.0
H 1.394267 0.340693 2.111301 0.0 0.0 0.0
H 1.195996 -0.713217 3.534684 0.1 0.1 0.1
H 2.108160 -1.829833 1.238855 0.1 0.1 -0.1
H 2.929773 -2.240231 2.760717 0.0 0.0 0.0


22
Properties=species:S:1:pos:R:3:forces:R:3 method="wB97M-V/def2-TZVPD" e_above_lowest_kj_mol=701.6 charge=+1 orbital_gap_ev="7.01 / 7.00" max_force_ev_per_a=11.31 homo_energy_ev="-13.445 / -13.438" energy_ha=-947.029534 smiles="CC[N@+]1(C)C(=S)NC=C1[N+](=O)[O-]"
C 1.088232 -0.238948 1.635661 -0.3 -0.3 0.2
C -0.036337 -0.990810 0.934377 2.9 -2.6 0.0
N -0.387242 -0.431375 -0.412474 -0.5 2.1 0.6
C -1.485245 -1.214418 -1.068246 -1.1 1.1 -1.3
C 0.767035 -0.488322 -1.324710 1.7 -2.7 -0.3
S 1.482414 -1.848659 -1.938125 -1.3 1.7 0.8
N 1.278290 0.755879 -1.516366 0.5 2.3 -1.4
C 0.644274 1.809589 -1.020012 -6.6 -8.2 4.1
C -0.725595 1.035428 -0.191006 5.8 2.1 -5.2
N -1.203151 1.573318 1.002142 -0.5 0.5 -0.9
O -1.201158 2.759786 1.081550 0.8 2.5 -0.2
O -1.720810 0.870305 1.808538 -1.1 -2.2 1.6
H 1.643103 0.438249 1.070261 1.4 0.4 -1.9
H 0.795016 0.514981 2.327028 -1.1 0.0 1.2
H 1.762779 -0.910560 2.126476 0.3 -0.4 0.2
H -0.811552 -1.048312 1.629876 -1.9 0.2 0.2
H 0.251049 -2.069968 0.725945 0.0 1.3 0.1
H -1.179897 -2.233514 -0.960655 -0.3 -0.7 0.2
H -2.409421 -0.889760 -0.541321 0.5 -0.7 -0.5
H -1.527496 -1.004449 -2.203917 0.0 0.0 2.0
H 2.041282 0.854882 -2.206903 -0.4 -0.2 0.6
H 0.934432 2.756678 -0.958121 1.1 4.0 -0.2


43
Properties=species:S:1:pos:R:3:forces:R:3 method="wB97M-V/def2-TZVPD" e_above_lowest_kj_mol=578.7 orbital_gap_ev=9.35 max_force_ev_per_a=10.59 homo_energy_ev=-9.840 energy_ha=-1162.284572
N 1.741294 -0.190979 2.555531 -5.8 0.0 5.0
H 2.225124 -0.107146 1.759011 3.0 0.6 -3.8
H 1.283670 0.741227 2.858164 0.3 -1.5 -1.5
H 2.245236 -0.399437 3.417562 0.6 -0.8 -0.7
H 0.946275 -0.938432 2.343839 1.7 1.7 0.3
C 0.221782 0.090172 -0.510808 -0.1 -2.8 1.7
O -0.507941 -0.130853 0.434722 -1.5 -0.1 3.3
O -0.245615 0.778520 -1.465878 3.6 2.4 -4.7
O 1.310090 -0.467167 -0.689305 2.4 0.2 -0.3
H -1.097649 1.035228 -1.614614 -4.1 0.6 0.5
O -3.036604 -0.396823 -0.299127 -9.2 1.0 -3.9
H -2.236527 -0.260200 0.008369 6.5 2.0 2.3
H -3.522346 0.457624 -0.743237 2.6 -3.4 1.7
O 3.221066 1.256551 0.138820 5.8 6.8 3.3
H 2.691056 0.642605 -0.134189 -4.9 -5.6 -3.9
H 3.695106 1.777733 -0.541839 -0.9 -1.0 0.5
O 4.307089 -1.711184 -0.347436 2.2 1.7 -1.9
H 3.366748 -1.751024 -0.306776 -1.1 -0.2 -0.2
H 4.545321 -1.075952 -1.119223 -0.9 -1.7 2.1
O -1.815374 -1.768874 2.563084 -0.7 0.9 -3.2
H -2.519651 -1.131040 2.673302 -0.4 0.2 -0.4
H -1.571344 -1.966346 3.406925 1.1 -1.2 3.7
O 0.685942 2.464184 -3.654305 -0.5 -2.3 2.6
H 0.729143 3.338678 -3.231802 0.0 -0.7 0.1
H 0.554842 1.717310 -2.868643 0.6 3.0 -2.6
O -1.242730 1.381659 2.790420 1.4 5.4 1.4
H -1.398355 0.969127 2.018022 -0.6 -2.2 -4.7
H -1.308636 0.761625 3.426435 -0.5 -3.2 3.4
O -0.912361 3.677849 0.458756 0.6 -2.7 -2.6
H -1.141330 4.550295 0.636988 -0.7 2.4 0.5
H -0.950178 3.586604 -0.545024 0.1 0.3 2.1
O -0.108089 -2.294341 -2.583418 -1.5 -2.1 1.3
H 0.259917 -1.454462 -2.634664 1.3 2.4 -0.4
H -0.369583 -2.338451 -1.625731 0.5 -0.5 -1.1
O -1.214237 -3.082677 -0.074977 -2.7 2.2 -2.9
H -1.885894 -2.418233 -0.598135 2.0 -2.6 1.7
H -1.157413 -2.563222 0.713700 0.3 0.5 1.3
O 1.667899 -2.633599 0.756104 6.4 7.8 3.2
H 1.220575 -3.340298 0.669344 -5.5 -7.3 -2.0
H 1.574882 -1.814985 0.245258 -1.4 -0.4 -1.0
O -3.246983 1.433757 -2.444382 0.6 -0.3 -0.5
H -3.844478 2.154213 -2.441868 -1.2 1.5 1.0
H -3.159739 1.420767 -3.398972 0.7 -0.9 -0.5